# 1
C39H46F7I2N6O10P as an isolated structure in a non-equilibrium geometry, computed with ωB97M-V/def2-TZVPD.

```
111
C39H46F7I2N6O10P (ωB97M-V/def2-TZVPD)
C -4.22342 -3.04037 -1.38002
C -3.99560 -2.51501 0.05263
C -5.17391 -2.92079 0.95196
C -2.72879 -3.12178 0.66731
C -1.42163 -2.59352 0.05047
P -0.72789 -1.08756 0.80225
C -2.06911 -0.01662 1.51200
C -1.92457 0.94359 2.69600
C -1.09564 2.20402 2.47152
N -0.76496 2.80536 3.77026
C 1.12339 -0.96918 0.58271
O 1.64811 -2.28449 0.73335
N 2.79460 -2.44008 -0.14652
O 2.76977 -3.47418 -0.65081
C -0.43757 -1.88758 2.65831
I -0.20836 -4.07321 2.71997
C 0.75159 -1.40862 3.51771
C 1.02877 0.07180 3.74361
I 0.47270 -2.17727 5.55659
C -0.93084 -0.13112 -1.01323
F -0.23769 -0.82812 -1.96669
F -2.24590 -0.21056 -1.38458
C -0.60822 1.36142 -1.30872
F -1.35408 2.18653 -0.56181
F -0.95596 1.58055 -2.60247
C 0.85295 1.86145 -1.26166
F 1.65477 1.14306 -2.05372
F 0.87069 3.13011 -1.69322
F 1.36469 1.86505 -0.02428
H -3.42327 -3.71278 -1.69580
H -4.32290 -2.23688 -2.10976
H -5.14335 -3.62647 -1.42095
H -3.96927 -1.42373 0.04951
H -5.10372 -3.98852 1.15997
H -6.13645 -2.70539 0.49050
H -5.10468 -2.40697 1.91607
H -2.75274 -2.98709 1.75065
H -2.76887 -4.20156 0.50634
H -1.68049 -2.36791 -0.98339
H -0.63307 -3.33817 -0.03730
H -2.58223 0.53122 0.72403
H -2.79877 -0.76958 1.82528
H -1.67133 0.44457 3.63149
H -2.95012 1.29679 2.86112
H -0.16518 2.00329 1.93901
H -1.69700 2.89742 1.87339
H -0.46116 3.76378 3.64106
H -1.60775 2.86151 4.33451
H 1.59464 -0.25091 1.24859
H 1.35933 -0.63344 -0.42352
H -1.34615 -1.79073 3.24884
H 1.65800 -1.93166 3.22931
H 0.29758 0.56267 4.37641
H 1.10655 0.65071 2.82462
H 1.98455 0.16642 4.25919
C 4.54816 6.25501 -1.07055
C 3.49205 5.44197 -0.67999
C 3.58156 4.71881 0.49795
C 4.72915 4.81661 1.25976
C 5.79543 5.61562 0.88915
C 5.69403 6.33904 -0.28958
N 4.81284 4.04263 2.51304
O 3.87077 3.32789 2.79918
O 5.81804 4.16185 3.18384
H 4.48167 6.82106 -1.98984
H 2.59961 5.37128 -1.28540
H 2.76584 4.08822 0.81901
H 6.67867 5.66561 1.50792
H 6.51653 6.96775 -0.60231
C 7.04559 -0.34968 -1.41333
C 7.90026 0.67730 -1.79110
C 7.38512 1.89319 -2.21105
C 6.01186 2.04944 -2.24016
C 5.13965 1.04118 -1.87329
C 5.66895 -0.16970 -1.45678
N 5.45806 3.34727 -2.66603
O 6.23816 4.21852 -2.99446
O 4.24835 3.48241 -2.65368
H 7.45396 -1.29519 -1.08181
H 8.97154 0.53398 -1.75664
H 8.03072 2.70578 -2.50843
H 4.07411 1.20405 -1.91289
H 5.00510 -0.97060 -1.16283
C -9.39722 -5.48626 5.52401
C -8.34704 -6.38723 5.64127
C -7.47595 -6.58311 4.58135
C -7.68130 -5.86131 3.42043
C -8.72094 -4.96145 3.27687
C -9.58510 -4.77758 4.34451
N -6.74824 -6.05202 2.29366
O -5.84935 -6.85671 2.43364
O -6.92545 -5.38202 1.29481
H -10.07199 -5.33492 6.35617
H -8.20299 -6.93853 6.56037
H -6.65266 -7.27806 4.64921
H -8.84609 -4.42063 2.35100
H -10.40502 -4.07817 4.25455
C 2.40733 3.43325 -5.56761
C 2.48804 3.48542 -6.95310
C 2.03729 2.42021 -7.71722
C 1.51006 1.31992 -7.06670
C 1.42216 1.24228 -5.68931
C 1.87821 2.31394 -4.93821
N 1.01492 0.18806 -7.87554
O 1.12037 0.27014 -9.08342
O 0.53154 -0.75722 -7.28526
H 2.76013 4.26557 -4.97245
H 2.90210 4.35660 -7.44242
H 2.09076 2.43750 -8.79526
H 1.00375 0.36435 -5.21893
H 1.81688 2.27716 -3.86418
```

Results
lowest unoccupied orbital energy = -0.705 eV
energy = -4229.92275 a.u.

# 2
C39H47N5O3RuTe2 as an isolated structure in a non-equilibrium geometry, computed with ωB97M-V/def2-TZVPD.

```
97
C39H47N5O3RuTe2 (ωB97M-V/def2-TZVPD)
Ru 0.17626 -1.08787 0.98465
O 2.18508 -1.58182 1.18931
N 2.58425 -1.62388 2.39968
N 1.68054 -1.46799 3.26334
O 0.38373 -1.28443 2.92912
C 1.99138 -1.45606 4.66737
C 3.30620 -1.62161 5.08308
C 3.57760 -1.59987 6.43986
C 2.55487 -1.41505 7.36187
C 1.25105 -1.25069 6.92402
C 0.95624 -1.27028 5.56759
H 4.09465 -1.76335 4.35956
H 4.59717 -1.72658 6.77762
H 2.77752 -1.39974 8.42009
H 0.45189 -1.10454 7.63794
H -0.05470 -1.14236 5.21240
C -6.94687 -4.29316 1.48523
C -5.76801 -3.43216 1.12518
C -5.01953 -3.67604 -0.01748
C -3.94204 -2.86877 -0.37756
C -3.17124 -3.19826 -1.62859
C -3.61129 -1.78850 0.44074
Te -2.08561 -0.43766 -0.12506
C -4.34149 -1.52370 1.60659
C -4.01217 -0.37465 2.52179
C -5.40667 -2.35465 1.92781
H -6.99860 -5.17893 0.85391
H -7.87876 -3.73880 1.36157
H -6.89669 -4.61577 2.52581
H -5.27630 -4.51913 -0.65019
H -3.33161 -4.23679 -1.91623
H -2.09949 -3.03724 -1.49467
H -3.49266 -2.56886 -2.46243
H -2.93710 -0.29346 2.70195
H -4.51749 -0.49187 3.47943
H -4.33066 0.57617 2.08694
H -5.97049 -2.15664 2.83336
C 1.49022 2.00413 2.47018
C 1.00525 1.82862 1.05354
O 1.03913 2.87390 0.24018
N 0.61759 0.67963 0.75159
Te 0.37171 1.73387 -1.46755
C -0.18073 3.36527 -2.68824
C -0.03615 3.22180 -4.06831
C 0.50460 1.96794 -4.70484
C -0.42425 4.28724 -4.87338
C -0.94119 5.46012 -4.34489
C -1.33185 6.60604 -5.23448
C -1.09502 5.55725 -2.96586
C -0.72699 4.52660 -2.11402
C -0.94272 4.67769 -0.63561
C 2.35451 1.47249 -2.11287
C 2.74688 0.16892 -2.43992
C 1.81541 -1.01476 -2.44446
C 4.06391 -0.03985 -2.83871
C 4.97874 0.99501 -2.91667
C 6.39991 0.74814 -3.33575
C 4.55994 2.27854 -2.57780
C 3.26516 2.55229 -2.16527
C 2.91641 3.97225 -1.80198
H 1.35152 3.04113 2.77319
H 2.55520 1.77465 2.50662
H 0.95728 1.34027 3.14285
H 0.04663 1.07102 -4.27789
H 1.58444 1.88522 -4.56842
H 0.29849 1.96602 -5.77351
H -0.32243 4.18900 -5.94796
H -1.26946 6.33230 -6.28609
H -0.67479 7.46117 -5.06757
H -2.35082 6.93201 -5.02419
H -1.51640 6.46189 -2.54198
H -1.29174 5.68144 -0.39977
H -0.03368 4.50271 -0.06908
H -1.69821 3.97233 -0.27527
H 0.96102 -0.89850 -1.77955
H 2.34961 -1.91345 -2.13566
H 1.42429 -1.18919 -3.44993
H 4.37686 -1.04646 -3.09235
H 6.54736 -0.28199 -3.65475
H 7.08317 0.94898 -2.50893
H 6.68226 1.40615 -4.15824
H 5.27242 3.09468 -2.62447
H 3.82476 4.56222 -1.68974
H 2.37904 4.02239 -0.86341
H 2.30325 4.44251 -2.57309
C -1.97925 -3.73970 2.52098
C -0.91974 -4.06999 1.53962
N -0.10278 -3.24179 0.90498
C 0.76593 -4.02450 0.16444
C 0.45355 -5.32939 0.33385
N -0.61108 -5.34026 1.20482
H -1.93222 -2.68355 2.76161
H -1.82961 -4.31247 3.43851
H -2.96787 -3.96457 2.12503
H 1.54584 -3.58514 -0.43143
H 0.88352 -6.22871 -0.06755
H -1.07578 -6.15655 1.56384
```

Results
lowest unoccupied orbital energy (spin up / spin down) = -3.405 / -3.848 eV
energy = -2644.41695 a.u.
spin multiplicity = 2
charge = +1
<S²> = 0.7707

# 3
C39H47N9O4PS2Zr as an isolated structure, computed with ωB97M-V/def2-TZVPD.

```
103
C39H47N9O4PS2Zr (ωB97M-V/def2-TZVPD)
Zr 0.86919 0.72879 -0.53990
N 3.71197 1.54358 1.44010
P 2.10929 2.18482 1.59131
C 2.06247 2.38320 3.39014
C 1.08996 1.77299 4.16896
C 1.10190 1.94429 5.54609
C 2.08216 2.71827 6.14553
C 3.05177 3.33942 5.36799
C 3.03746 3.18171 3.99323
C 2.28191 3.88751 0.99383
C 1.46332 4.89157 1.50380
C 1.51217 6.16399 0.95679
C 2.36709 6.43882 -0.10147
C 3.17784 5.43878 -0.61673
C 3.13345 4.16310 -0.07415
C 4.11749 0.79630 0.38069
C 5.44452 0.32849 0.32285
C 5.87658 -0.33968 -0.79000
C 4.98868 -0.55086 -1.85082
C 3.70665 -0.09860 -1.71337
N 3.23994 0.55406 -0.61806
H 4.39811 1.71023 2.16126
H 0.31041 1.19972 3.68841
H 0.33395 1.48074 6.15068
H 2.08476 2.85332 7.21884
H 3.80498 3.96259 5.83101
H 3.76642 3.70938 3.38738
H 0.77881 4.67518 2.31452
H 0.87556 6.94176 1.35642
H 2.39965 7.43321 -0.52633
H 3.84508 5.65001 -1.44185
H 3.77366 3.39229 -0.48529
H 6.10454 0.52364 1.15655
H 6.89688 -0.69400 -0.84780
H 5.29218 -1.05313 -2.75672
H 2.98290 -0.25498 -2.49767
C 0.01673 -1.64511 5.44878
C -1.31260 -1.66564 4.70025
C -1.92129 -0.27586 4.51556
C -1.19608 -2.40462 3.36235
N 0.02137 -2.08566 2.61629
C 0.97803 -2.91285 2.16496
N 1.80445 -2.23215 1.41768
N 1.33187 -0.97595 1.41621
N 0.26856 -0.87733 2.14449
H -0.12375 -1.24087 6.45036
H 0.75692 -1.02258 4.94302
H 0.43255 -2.64997 5.55505
H -2.01379 -2.26738 5.28567
H -1.44680 0.27795 3.70440
H -1.83251 0.31137 5.42973
H -2.98180 -0.35139 4.27263
H -2.03156 -2.15693 2.70584
H -1.17109 -3.48483 3.50333
H 1.03806 -3.96133 2.39830
C -8.26206 -1.05454 -1.88871
C -7.14723 -1.96656 -2.31306
C -6.10281 -2.28526 -1.45692
C -5.07663 -3.13749 -1.84517
C -5.06226 -3.66598 -3.12951
N -4.04779 -4.53800 -3.58903
C -2.71099 -4.56027 -3.30873
O -2.00613 -5.50396 -3.60325
N -2.22650 -3.39860 -2.72172
C -0.91903 -3.15707 -2.32987
C 0.12473 -4.08301 -2.40072
C 1.37428 -3.68771 -1.95851
C 1.56759 -2.41754 -1.45170
N 0.57432 -1.52051 -1.38336
C -0.63318 -1.89091 -1.82188
C -6.10876 -3.35940 -3.99733
C -7.13624 -2.53247 -3.58770
H -8.10254 -0.67908 -0.87931
H -9.22048 -1.57531 -1.90869
H -8.34097 -0.19781 -2.55914
H -6.09335 -1.87678 -0.45382
H -4.31380 -3.41227 -1.12757
H -4.33056 -5.30634 -4.17731
H -2.86780 -2.62259 -2.65095
H -0.05035 -5.06634 -2.80547
H 2.20984 -4.37175 -2.00257
H 2.53178 -2.12139 -1.07019
H -1.41401 -1.14053 -1.78489
H -6.10677 -3.76896 -4.99983
H -7.94099 -2.30986 -4.27769
O -0.04008 2.54477 -0.41303
S -1.26057 2.44213 0.54665
O -2.28473 3.35397 0.16850
O -0.74209 2.53262 1.89879
S -1.71064 0.49489 0.13357
C 0.44641 0.64291 -5.22474
C 1.34057 0.70822 -3.98403
C 2.45157 1.73425 -4.21409
C 0.52288 1.06978 -2.74336
H 1.02703 0.42950 -6.12425
H -0.06683 1.59547 -5.37094
H -0.31285 -0.13435 -5.11951
H 1.77543 -0.29678 -3.87516
H 3.01462 1.95460 -3.30488
H 2.01159 2.67631 -4.54796
H 3.15391 1.40547 -4.98225
H -0.44238 0.54202 -2.78702
H 0.26388 2.13315 -2.81276
```

Results
lowest unoccupied orbital energy = -2.946 eV
energy = -3492.85515 a.u.
charge = +1

# 4
C39H49BBrGdN9O as an isolated structure in a non-equilibrium geometry, computed with ωB97M-V/def2-TZVPD.

```
101
C39H49BBrGdN9O (ωB97M-V/def2-TZVPD)
Gd -9.05038 -18.90165 7.83926
C -9.13630 -22.39572 9.83751
C -8.00763 -21.47815 9.97035
C -6.79195 -21.82765 10.57125
C -5.95817 -20.71901 10.46986
C -4.60047 -20.35684 11.00117
N -6.63418 -19.76802 9.69388
N -7.94856 -20.22733 9.50272
B -6.13210 -18.49506 8.94945
N -6.99270 -17.24644 9.36088
N -8.42363 -17.30753 9.45795
C -8.82340 -16.09132 9.97813
C -10.26278 -15.76855 10.30596
C -7.73424 -15.33547 10.35071
C -6.59545 -16.10371 9.94380
C -5.13148 -15.78294 10.23598
N -6.25237 -18.74137 7.35274
N -6.96848 -19.89295 6.79655
C -6.48051 -20.10274 5.58044
C -6.93950 -21.14833 4.60672
C -5.46804 -19.15695 5.27669
C -5.30043 -18.33035 6.41603
C -4.55607 -17.02542 6.44586
H -8.94719 -23.13039 9.00028
H -10.04309 -21.84544 9.61023
H -9.31297 -22.93643 10.79765
H -6.58253 -22.76791 11.09143
H -4.04008 -21.30462 11.14036
H -4.69412 -19.78773 11.93662
H -4.05722 -19.83378 10.23693
H -4.91980 -18.34620 9.17798
H -10.67617 -14.88512 9.74553
H -10.31912 -15.56542 11.36737
H -10.83307 -16.66223 10.02113
H -7.82513 -14.48511 10.97666
H -5.00720 -16.13186 11.28236
H -5.00511 -14.69848 10.19989
H -4.44774 -16.32354 9.53843
H -7.60943 -21.84684 5.07725
H -6.05258 -21.70764 4.26312
H -7.41449 -20.75843 3.71229
H -4.99940 -19.04353 4.28270
H -4.09719 -16.81353 5.47955
H -3.72861 -17.05083 7.21578
H -5.18153 -16.15086 6.79589
C -17.06710 -21.10404 7.38035
C -16.07853 -21.73132 8.39689
C -15.92061 -23.24387 8.07864
C -16.65829 -21.54140 9.81870
C -14.76218 -21.10140 8.11364
C -14.00430 -20.48991 9.09909
C -12.71789 -20.05444 8.73746
Br -11.56138 -19.31813 10.08496
C -12.21731 -20.15813 7.39653
O -10.93785 -19.82492 7.19798
C -13.06564 -20.62739 6.39690
C -14.22247 -21.27639 6.82450
C -12.75785 -20.39229 4.95165
C -13.88392 -20.95467 4.07204
C -12.49428 -18.91200 4.62906
C -11.50674 -21.21605 4.57664
H -18.09295 -21.39156 7.59597
H -16.80706 -21.37252 6.33089
H -17.05958 -20.01859 7.43668
H -16.71431 -23.89627 8.46078
H -14.91760 -23.59526 8.40755
H -15.91795 -23.36452 7.00516
H -17.63965 -22.01498 9.94968
H -16.81709 -20.47417 9.97406
H -15.93772 -21.95699 10.58520
H -14.33364 -20.40566 10.11865
H -14.76180 -21.86003 6.11639
H -14.84725 -20.42075 4.25585
H -14.05842 -22.04069 4.30389
H -13.63880 -20.91255 3.00897
H -13.38099 -18.29517 4.89318
H -12.35339 -18.75806 3.54084
H -11.66859 -18.44927 5.13670
H -11.60720 -22.26942 4.78153
H -10.60539 -20.83581 5.05870
H -11.27836 -21.20782 3.53016
N -6.65792 -8.73332 6.82053
C -7.11694 -9.79731 6.65424
C -7.56257 -11.13573 6.41180
C -8.01209 -11.93960 7.47365
C -8.34965 -13.26526 7.20032
C -8.31899 -13.77573 5.91374
C -7.83630 -12.97678 4.85801
C -7.52567 -11.67371 5.10136
N -8.58826 -15.14789 5.68068
C -8.97328 -15.71620 4.48787
C -9.23035 -17.02150 4.75143
N -8.96442 -17.26810 6.11259
C -8.50632 -16.13649 6.61651
H -8.02747 -11.52160 8.47439
H -8.57967 -13.93736 8.04539
H -7.61089 -13.51079 3.92903
H -7.22098 -11.10533 4.23704
H -9.13809 -15.17968 3.54526
H -9.36573 -17.87940 4.05809
H -8.08596 -16.00756 7.59547
```

Results
lowest unoccupied orbital energy (spin up / spin down) = -4.112 / -2.756 eV
energy = -5448.03607 a.u.
spin multiplicity = 8
charge = +1
<S²> = 15.8574

The lowest energy belongs to which entry? C39H49BBrGdN9O